DFT (ωB97M-V/def2-TZVPD) results for a 11-piece molecular cluster, C57H126BF19N7O3P2S overall.

```
216
Properties=species:S:1:pos:R:3:lowdin_charge:R:1
C -3.97204 -23.90029 22.21517 -0.0632
C -4.72974 -23.08879 23.27305 -0.2488
C -6.20373 -23.14349 23.10518 -0.1177
N -6.99287 -21.98850 23.75199 -0.2461
C -6.54061 -21.79578 25.16257 0.0179
C -6.79174 -20.66290 23.04962 -0.1157
C -7.98614 -19.83465 23.35925 -0.1516
C -9.18887 -20.77716 23.62906 -0.1001
C -8.50797 -22.17659 23.75457 -0.0834
H -3.06035 -24.20662 22.68276 0.0757
H -3.78078 -23.31000 21.34385 0.0756
H -4.52427 -24.81766 21.93568 0.0950
H -4.33829 -22.10622 23.18679 0.1046
H -4.50463 -23.51393 24.25399 0.1177
H -6.64387 -24.09920 23.42049 0.1513
H -6.49848 -23.09696 22.04190 0.1396
H -6.94095 -22.65901 25.74343 0.1254
H -6.88684 -20.88002 25.57264 0.0994
H -5.45840 -21.98260 25.25279 0.1036
H -5.84142 -20.18748 23.42738 0.1580
H -6.68575 -20.89815 21.98292 0.1395
H -7.70803 -19.37957 24.28516 0.0983
H -8.11296 -19.05385 22.61036 0.1289
H -9.71374 -20.40380 24.52064 0.1165
H -9.82263 -20.76481 22.75303 0.0971
H -8.72058 -22.78974 24.60191 0.1125
H -8.74955 -22.83219 22.91571 0.0998
C -17.21171 -22.27639 19.37976 -0.0739
C -16.48320 -23.32935 18.56959 -0.2567
C -16.23000 -24.52937 19.39978 -0.1130
N -15.30783 -25.61646 18.75677 -0.2766
C -15.69718 -25.95946 17.35137 0.0413
C -15.36280 -26.78203 19.72140 -0.1193
C -14.71248 -26.27277 20.97234 -0.1353
C -13.62010 -25.23434 20.49675 -0.1046
C -13.90322 -25.09936 19.01051 -0.1087
H -16.58731 -21.90640 20.22001 0.0913
H -17.99291 -22.77654 19.89892 0.0672
H -17.61302 -21.48327 18.76431 0.0686
H -15.60067 -22.83477 18.15082 0.1030
H -17.12569 -23.50747 17.72425 0.1190
H -17.19782 -24.96065 19.63761 0.1466
H -15.69144 -24.23716 20.32369 0.1260
H -16.79302 -26.24090 17.29122 0.1397
H -14.98572 -26.73410 17.00214 0.1225
H -15.70213 -24.98077 16.86503 0.0977
H -14.87246 -27.70858 19.27493 0.1655
H -16.40985 -27.04730 19.71807 0.1295
H -14.23577 -27.10423 21.45479 0.1116
H -15.41738 -25.83128 21.69493 0.1250
H -12.64269 -25.67645 20.54477 0.1202
H -13.75387 -24.37835 21.07835 0.0807
H -13.34327 -25.80914 18.36168 0.1458
H -13.84564 -24.13899 18.47410 0.1252
C -16.19086 -13.87589 19.97769 -0.0891
C -16.92633 -15.18859 20.24683 -0.2155
C -18.34617 -14.73619 20.52998 -0.1855
N -19.29653 -15.76057 20.93370 -0.2614
C -19.70289 -16.56614 19.66310 0.0679
C -20.49582 -15.16941 21.64562 -0.0875
C -21.15931 -16.37597 22.32523 -0.1193
C -19.98914 -17.36037 22.59507 -0.1321
C -18.74367 -16.75282 21.98364 -0.0923
H -16.17023 -13.35261 20.91518 0.0729
H -16.69531 -13.27117 19.23546 0.0833
H -15.19623 -14.05823 19.57632 0.0712
H -16.51175 -15.77060 21.08272 0.1112
H -16.82784 -15.74970 19.29067 0.1115
H -18.82637 -14.23134 19.63764 0.1686
H -18.26970 -14.02130 21.31751 0.1220
H -19.60471 -17.65537 19.78702 0.1035
H -19.13696 -16.27056 18.78897 0.0851
H -20.80311 -16.38535 19.57161 0.1193
H -21.04890 -14.56703 20.93793 0.1400
H -20.06762 -14.53079 22.37178 0.1195
H -21.93313 -16.87794 21.71289 0.1242
H -21.63108 -16.07197 23.23713 0.1088
H -20.21696 -18.33610 22.16289 0.1229
H -19.83605 -17.41176 23.64417 0.1053
H -18.07336 -17.42527 21.40325 0.1334
H -18.08466 -16.21783 22.70586 0.1486
C -11.61225 -12.88206 21.17721 -0.0646
C -10.25753 -12.06024 21.26399 -0.2147
C -9.80921 -11.66583 19.87935 -0.1040
N -8.42536 -10.93616 19.74233 -0.2674
C -7.36163 -11.83301 20.24020 0.0184
C -8.23083 -10.50441 18.26885 -0.0843
C -8.69382 -9.08275 18.16274 -0.1414
C -9.16398 -8.63895 19.58544 -0.1072
C -8.47325 -9.67419 20.51590 -0.1114
H -11.34450 -13.90177 20.83333 0.0550
H -12.33689 -12.37585 20.52526 0.0818
H -12.03698 -12.95121 22.15992 0.0647
H -9.57541 -12.72651 21.79822 0.1090
H -10.38677 -11.18060 21.93415 0.1122
H -10.53716 -10.95581 19.43991 0.1443
H -9.73403 -12.60078 19.28890 0.1244
H -7.44402 -12.85268 19.87654 0.1143
H -7.42089 -11.83433 21.33532 0.1139
H -6.44166 -11.37276 19.94761 0.0991
H -7.14238 -10.58816 18.07152 0.1382
H -8.69635 -11.25788 17.64355 0.1356
H -7.82408 -8.46017 17.73098 0.1506
H -9.50728 -8.97240 17.45760 0.1117
H -8.82187 -7.65363 19.83957 0.1133
H -10.24628 -8.67554 19.61062 0.1088
H -7.41356 -9.40293 20.60689 0.1429
H -8.85725 -9.75656 21.52558 0.1274
C -6.16779 -15.78756 15.26824 -0.0822
C -6.62321 -16.82898 16.28631 -0.2066
C -7.09060 -18.06615 15.50072 -0.0861
N -7.41177 -19.37200 16.23943 -0.2765
C -6.39748 -19.67059 17.26153 -0.0011
C -7.53204 -20.50409 15.29669 -0.0938
C -8.93421 -20.31679 14.73773 -0.1238
C -9.74540 -19.49488 15.75827 -0.1297
C -8.76530 -19.26061 16.89492 -0.0953
H -5.72346 -14.92316 15.70354 0.0683
H -7.02632 -15.48595 14.67837 0.0843
H -5.43570 -16.17571 14.55954 0.0804
H -7.39501 -16.42102 17.00496 0.0999
H -5.81416 -17.13194 16.97944 0.1091
H -6.36061 -18.36687 14.73480 0.1407
H -8.03063 -17.86971 15.00547 0.1306
H -6.42215 -18.92567 18.03910 0.0983
H -5.37457 -19.72867 16.83984 0.1300
H -6.62861 -20.60328 17.79821 0.0935
H -7.58344 -21.43304 15.83873 0.1316
H -6.68099 -20.45340 14.64339 0.1360
H -9.36218 -21.33158 14.68611 0.1177
H -8.97286 -19.93080 13.73243 0.1157
H -10.54967 -20.10577 16.12831 0.0864
H -10.20481 -18.57189 15.38756 0.1261
H -8.88944 -20.02510 17.67362 0.1096
H -8.82024 -18.28008 17.39753 0.1199
C -12.34723 -22.95729 23.63360 -0.0877
C -12.47793 -22.19801 24.92574 -0.2419
C -13.83472 -22.35330 25.60324 -0.1202
N -13.83708 -22.02857 27.04935 -0.2585
C -12.98594 -20.87946 27.49422 0.0377
C -15.25701 -21.87482 27.57602 -0.0707
C -15.08137 -22.06965 29.09424 -0.1576
C -13.86931 -22.94400 29.33054 -0.1464
C -13.35731 -23.24475 27.91000 -0.0701
H -13.09913 -22.50430 22.88859 0.1108
H -12.43539 -24.04261 23.69584 0.0776
H -11.31742 -22.81498 23.24533 0.0572
H -12.35274 -21.15908 24.62836 0.1035
H -11.66138 -22.46905 25.56292 0.0925
H -14.21605 -23.36525 25.61937 0.1295
H -14.55432 -21.68330 25.12571 0.1111
H -13.11128 -20.76415 28.57897 0.1092
H -13.20774 -19.98347 26.91485 0.1113
H -11.97653 -21.15280 27.21425 0.0917
H -15.70825 -20.90709 27.31778 0.1419
H -15.81979 -22.69895 27.15871 0.1359
H -14.97979 -21.09199 29.54830 0.1124
H -16.00217 -22.47782 29.53261 0.1313
H -13.09902 -22.48896 29.95378 0.1203
H -14.17284 -23.87291 29.80622 0.1231
H -12.24801 -23.28915 27.86091 0.1375
H -13.73260 -24.17200 27.48298 0.1322
C -10.93959 -17.07853 22.56042 -0.0529
C -11.96183 -17.13074 21.35355 -0.2032
C -11.55250 -17.94587 20.17018 -0.0721
N -12.74948 -18.35513 19.22927 -0.2321
C -13.45838 -17.19175 18.81718 -0.0097
C -13.76293 -19.35296 19.81293 -0.0780
C -13.67184 -20.56853 18.98236 -0.1520
C -13.15531 -20.11581 17.63042 -0.1227
C -12.20539 -19.02906 18.00415 -0.1328
H -9.97057 -16.61195 22.41271 0.0700
H -10.91051 -18.08652 22.93165 0.0442
H -11.43686 -16.58936 23.37126 0.0634
H -12.15926 -16.10497 21.03232 0.0942
H -12.88086 -17.45866 21.82340 0.0910
H -11.13029 -18.94792 20.45440 0.1336
H -10.81607 -17.41565 19.52974 0.1144
H -14.17936 -17.48337 18.02098 0.1225
H -12.76023 -16.40694 18.49793 0.1255
H -13.99963 -16.92372 19.68105 0.0852
H -14.71311 -18.84059 19.77739 0.1015
H -13.40194 -19.55244 20.81841 0.1255
H -14.61963 -21.10989 19.02345 0.0997
H -12.93920 -21.24272 19.43898 0.1060
H -13.97251 -19.77774 17.00331 0.1072
H -12.58949 -20.98766 17.18731 0.1344
H -11.96162 -18.29317 17.26551 0.1284
H -11.34371 -19.59558 18.40610 0.0939
P -17.23894 -18.60269 17.00922 0.1660
F -15.82848 -18.23073 16.24130 -0.1857
F -17.95630 -18.63271 15.58431 -0.1259
F -16.84768 -20.21858 16.90824 -0.1984
F -18.66861 -18.91192 17.73460 -0.1691
F -16.52367 -18.69350 18.47477 -0.1873
F -17.43582 -17.05662 17.18927 -0.1364
P -15.35030 -18.97635 23.88091 0.2012
F -15.30406 -17.38753 24.12300 -0.1559
F -13.72110 -19.05141 23.64918 -0.1870
F -15.06982 -19.36809 25.42564 -0.1643
F -15.47154 -20.55107 23.38122 -0.1934
F -16.91560 -18.93816 24.24832 -0.1523
F -15.60927 -18.56850 22.30581 -0.1919
B -9.36220 -15.53720 18.49929 -1.1746
F -9.85476 -16.63850 17.64287 0.0209
F -10.45048 -14.75839 18.90619 0.1071
F -8.69643 -16.06014 19.59293 0.1275
F -8.44724 -14.67627 17.74780 0.0349
C -10.02179 -23.36919 18.28303 -0.5626
F -9.83321 -22.79271 17.03995 0.0840
F -11.41545 -23.57344 18.43052 0.0447
F -9.34926 -24.51454 18.24152 0.1454
S -9.46982 -22.27163 19.63039 0.4670
O -10.28275 -21.12084 19.31443 -0.3282
O -9.77770 -22.99527 20.85015 -0.3124
O -8.05325 -22.05423 19.30159 -0.3291
```

The maximum force is 0.057 Eh/bohr. Its total charge is +3. The LUMO energy comes out at -4.861 eV. The value obtained for the total energy is -5859.481842 a.u.